Density functional theory data (ωB97M-V/def2-TZVPD) for a cluster of 4 separate species, C71H72BrFNO12P in total.

XYZ file:
```
159
Properties=species:S:1:pos:R:3:forces:R:3
C -4.828248 -7.775263 -4.879258 -0.870 0.262 -0.110
C -5.224039 -7.283568 -3.424580 -0.296 -0.904 -0.165
C -4.116640 -7.521090 -2.338092 0.189 0.547 -0.577
C -2.858214 -6.583656 -2.484365 -0.156 -0.996 -0.323
C -1.660850 -7.116735 -1.600731 -0.077 0.203 -1.269
C -0.391057 -6.235014 -1.893925 -0.223 -0.580 0.919
C -0.265343 -4.893966 -1.075522 1.936 1.008 -1.609
O -1.487759 -4.170326 -0.876624 0.374 -1.150 1.059
C -2.202275 -4.504219 0.284827 -1.342 1.238 0.037
F -3.574149 -4.544621 -0.120995 1.269 -0.064 0.060
C -2.163852 -3.384460 1.415242 -1.414 -1.507 0.321
Br -2.225414 -1.566119 0.612511 0.480 -0.890 0.351
C -3.459704 -3.649251 2.334704 0.657 1.224 0.687
C -4.659798 -2.674745 2.063773 -0.873 -1.095 0.710
P 0.791835 -5.071410 0.506311 -1.000 -2.006 0.865
N 0.425761 -6.381692 1.349946 -0.191 0.836 -0.647
C 0.610798 -3.911506 -2.011871 -0.658 -1.538 0.204
C 1.974407 -4.595715 -2.423642 0.419 0.036 -1.263
C 2.010417 -4.988595 -3.978148 0.297 1.227 1.631
O 2.925297 -6.098028 -4.109929 -0.792 -0.446 -1.626
C 2.344368 -7.213800 -4.706982 0.526 -0.604 -0.366
C 3.190037 -7.869629 -5.859563 0.301 0.659 1.486
O 1.293384 -7.654939 -4.329118 0.281 0.360 -0.333
O 0.700613 -2.714668 -1.269616 0.473 -0.257 -0.822
C 1.286602 -1.579973 -1.887582 0.938 1.582 -0.379
C 1.309383 -1.507437 -3.454350 0.095 0.802 -0.460
C 1.332788 0.021999 -3.929405 0.383 -0.429 0.440
C 0.603730 0.253456 -5.302560 0.368 0.386 -0.216
C -0.391735 1.452726 -5.280514 -0.189 0.366 -0.304
O -0.545445 2.211085 -4.365411 0.459 -0.625 -0.097
O -1.137307 1.677674 -6.454962 1.268 -0.608 0.102
C 2.758158 -1.247905 -1.374717 -1.108 0.902 0.372
C 2.836398 -1.076178 0.175568 1.232 -0.281 1.290
C 1.691637 -0.786603 1.025861 2.453 -0.231 0.233
C 1.928622 -0.609766 2.450133 0.833 -0.090 -1.119
C 3.253892 -0.709303 3.019940 0.419 -0.277 -1.474
C 4.427136 -1.007192 2.193727 -1.858 -0.105 -1.590
C 5.878227 -1.099716 2.736562 -0.838 1.271 0.164
C 4.181900 -1.187336 0.763511 -1.486 0.421 1.317
H -3.977483 -8.500144 -4.896651 -0.528 0.764 0.073
H -4.658641 -6.905660 -5.574057 0.225 -0.936 0.700
H -5.717843 -8.317290 -5.306955 0.890 0.460 0.304
H -6.109664 -7.913301 -3.119047 0.813 0.700 -0.179
H -5.605047 -6.233821 -3.486321 0.529 -0.724 0.278
H -3.740319 -8.573528 -2.491124 -0.468 0.873 0.380
H -4.580456 -7.429598 -1.324707 0.494 -0.102 -0.690
H -2.519379 -6.696524 -3.558658 -0.224 0.180 0.998
H -3.080526 -5.499286 -2.344978 0.071 -0.927 0.182
H -1.916852 -7.250858 -0.521633 0.161 0.325 -0.801
H -1.434098 -8.148258 -1.998392 -0.171 0.949 0.511
H -0.400841 -6.003282 -2.992233 0.006 -0.172 1.045
H 0.513563 -6.868215 -1.696140 -0.690 0.674 -0.208
H -2.000026 -5.516429 0.704912 0.203 0.878 -0.269
H -1.295851 -3.496784 2.102745 -0.334 0.336 -1.009
H -3.748300 -4.733183 2.335347 0.246 1.031 -0.371
H -3.121144 -3.437919 3.391298 -0.350 -0.242 -0.991
H -4.447075 -1.647946 2.445494 -0.073 -0.819 -0.647
H -5.522335 -3.055716 2.688289 0.801 0.388 -0.571
H -5.031371 -2.692813 1.008729 0.609 0.215 0.870
H 0.615316 -3.857413 1.224083 0.339 -0.103 -0.484
H 2.182956 -5.168623 0.211190 -0.449 0.825 -0.236
H -0.298437 -6.916760 0.868769 0.265 0.001 0.312
H -0.014628 -3.851827 -2.953654 0.507 0.542 0.931
H 2.865231 -3.920257 -2.288811 -1.082 -0.503 0.210
H 2.223236 -5.535860 -1.879369 -0.445 0.772 -0.300
H 2.476292 -4.115076 -4.497381 -0.419 -0.845 0.058
H 0.995395 -5.168222 -4.402427 0.872 -0.247 0.350
H 2.794846 -8.895713 -6.031541 0.319 0.936 -0.067
H 3.173312 -7.208126 -6.757734 -0.135 -0.624 0.641
H 4.253334 -7.899618 -5.487569 -0.995 -0.095 -0.514
H 0.684034 -0.685265 -1.550414 0.295 -1.099 -0.266
H 0.431977 -1.968420 -3.970747 0.618 0.095 0.754
H 2.255350 -1.977908 -3.850451 -1.048 0.192 0.357
H 0.921459 0.690709 -3.122159 0.127 -0.668 -0.921
H 2.415178 0.311395 -4.020948 -1.062 -0.095 -0.049
H 1.399584 0.539677 -6.050179 -0.983 -0.236 0.460
H 0.116944 -0.672492 -5.717451 0.297 0.977 0.470
H -0.793391 2.481062 -6.891493 -0.413 -0.295 0.451
H 3.536522 -1.925047 -1.801720 -0.618 0.300 0.588
H 2.972655 -0.223749 -1.805050 -0.118 -0.997 0.305
H 0.699779 -0.688559 0.540092 0.681 -0.131 0.820
H 1.045525 -0.356383 3.082284 0.964 -0.286 -0.427
H 3.434419 -0.542330 4.104888 -0.401 -0.172 -0.890
H 6.564147 -1.686134 2.084358 -0.693 0.170 0.669
H 6.285249 -0.046451 2.748904 -0.267 -1.014 0.041
H 5.851173 -1.429730 3.801970 0.312 -0.049 -0.940
H 5.059699 -1.393426 0.102662 -0.917 0.131 0.548
C -3.549396 10.151325 -2.691641 0.003 -0.107 0.055
C -4.019852 10.222701 -1.383291 0.039 -0.081 -0.031
C -4.049956 9.083816 -0.592477 -0.047 0.193 0.017
C -3.620666 7.865191 -1.110812 -0.002 0.158 -0.157
C -3.171903 7.788980 -2.430330 -0.058 0.148 0.096
C -3.126952 8.937780 -3.214809 -0.042 0.204 -0.031
C -2.757671 6.487103 -3.012850 0.210 -0.066 -0.597
O -2.363072 6.421209 -4.161382 -0.043 0.028 0.120
C -2.842716 5.267748 -2.170715 -0.053 -0.189 0.165
C -2.513245 4.030639 -2.717406 -0.016 -0.126 -0.042
C -2.576959 2.887052 -1.934449 -0.033 0.090 0.075
C -2.961196 2.975012 -0.599213 -0.002 0.091 -0.066
C -3.295875 4.204889 -0.051001 -0.004 -0.193 0.032
C -3.247117 5.352862 -0.836620 0.054 -0.127 -0.089
C -3.640970 6.656991 -0.250046 -0.149 0.023 0.575
O -3.981453 6.736282 0.915894 0.010 -0.021 -0.106
H -3.517928 11.043902 -3.305644 -0.001 -0.054 0.029
H -4.361462 11.168778 -0.980107 0.008 -0.064 -0.011
H -4.412239 9.144886 0.427096 0.055 -0.147 -0.053
H -2.766905 8.885993 -4.235265 -0.016 -0.161 0.086
H -2.210353 3.954604 -3.753841 0.009 0.124 0.097
H -2.324682 1.925013 -2.364291 0.019 0.081 -0.004
H -3.003504 2.081379 0.013235 -0.003 0.049 -0.026
H -3.598781 4.268052 0.987527 0.009 0.154 -0.087
C -10.084610 12.788922 3.351829 0.032 -0.093 0.015
C -10.472702 12.366583 4.620408 0.068 -0.080 -0.050
C -10.102055 11.111090 5.078896 -0.108 0.188 0.055
C -9.351304 10.267033 4.265946 -0.049 0.175 -0.126
C -8.982865 10.681179 2.985092 -0.105 0.100 0.148
C -9.342178 11.948728 2.535412 -0.101 0.182 0.021
C -8.224057 9.773556 2.087434 0.191 0.145 -0.581
O -7.899309 10.136121 0.972293 -0.019 -0.007 0.126
C -7.876950 8.414918 2.571959 0.018 -0.189 0.078
C -7.216498 7.531577 1.723607 0.087 -0.170 -0.066
C -6.874951 6.263906 2.170726 -0.073 0.022 0.051
C -7.183615 5.875621 3.471047 -0.054 0.131 -0.039
C -7.847414 6.750153 4.319428 0.083 -0.185 -0.021
C -8.204455 8.018130 3.870160 0.088 -0.074 -0.119
C -8.944796 8.932235 4.773863 -0.128 -0.241 0.601
O -9.219642 8.593774 5.909314 0.013 0.062 -0.126
H -10.367222 13.773736 2.998314 0.018 -0.057 0.014
H -11.063422 13.019385 5.252452 0.040 -0.037 -0.028
H -10.401728 10.788338 6.068753 0.116 -0.114 -0.090
H -9.046903 12.279293 1.546866 0.038 -0.174 0.040
H -6.970430 7.829370 0.711190 -0.048 0.119 0.108
H -6.364774 5.577142 1.506335 0.012 0.079 0.045
H -6.909362 4.887381 3.821507 -0.017 0.058 -0.015
H -8.090057 6.442088 5.329380 -0.062 0.167 -0.050
C 10.652015 -4.335881 0.966287 0.043 0.052 0.074
C 12.007356 -4.653389 0.989938 -0.028 0.066 0.093
C 12.823195 -4.145285 1.989919 0.002 -0.131 -0.179
C 12.289574 -3.307291 2.964568 -0.168 -0.030 -0.143
C 10.935819 -2.969684 2.926761 0.114 -0.119 -0.112
C 10.117056 -3.495751 1.931403 -0.028 -0.102 -0.178
C 10.362067 -2.038074 3.930326 -0.611 0.147 -0.011
O 9.181800 -1.746355 3.900159 0.104 -0.024 -0.015
C 11.256216 -1.462464 4.965466 0.161 0.078 0.126
C 10.747107 -0.543481 5.878803 0.002 0.137 0.170
C 11.571291 -0.009506 6.858493 0.021 -0.082 -0.079
C 12.905964 -0.398090 6.936119 -0.053 -0.050 -0.085
C 13.419296 -1.309203 6.025034 0.047 0.130 0.162
C 12.599208 -1.836661 5.031633 -0.116 0.120 0.114
C 13.168100 -2.783629 4.040534 0.640 -0.178 0.036
O 14.334446 -3.120704 4.104718 -0.136 0.044 -0.013
H 10.013848 -4.741005 0.189588 0.031 0.023 0.048
H 12.426455 -5.300016 0.227911 -0.020 0.029 0.052
H 13.876304 -4.399085 2.007638 -0.063 0.095 0.145
H 9.062900 -3.247094 1.906085 0.095 0.079 0.130
H 9.708398 -0.240110 5.824802 0.051 -0.136 -0.113
H 11.174013 0.709642 7.565272 0.014 -0.046 -0.042
H 13.547027 0.014439 7.706441 -0.032 -0.027 -0.047
H 14.459667 -1.605184 6.086156 -0.095 -0.068 -0.142
```
Forces are in eV/Å.

Values from the calculation:
highest occupied orbital energy = -8.5 eV
frontier orbital gap = 0.2709 Eh
E = -182901.6447 eV
SMILES = CCCCCC[C@@](O[C@H](F)[C@@H](Br)CC)([PH2]=N)[C@H](CCOC(C)=O)O[C@H](CCCC(=O)O)Cc1cccc(C)c1.O=C1c2ccccc2C(=O)c2ccccc21.O=C1c2ccccc2C(=O)c2ccccc21.O=C1c2ccccc2C(=O)c2ccccc21

=====

Density functional theory data (ωB97M-V/def2-TZVPD) for the molecule C6H9N.

XYZ file:
```
16
Properties=species:S:1:pos:R:3:forces:R:3
C 1.364268 1.176991 0.099014 -0.501 -1.287 -1.864
C 0.551639 1.882231 0.909420 -0.182 -1.721 0.330
N -0.622725 1.161722 1.010104 -2.164 0.704 -1.365
C -0.762334 0.231942 -0.036912 2.331 -0.634 0.718
C 0.571030 0.104772 -0.528095 -0.119 0.487 1.210
C 1.280435 -1.209625 -0.843429 -0.588 -0.585 0.152
C -1.940946 -0.752384 -0.242172 0.841 2.384 2.692
H 2.414284 1.288361 -0.135540 -0.153 0.478 0.022
H 0.653227 2.844577 1.311952 0.238 0.780 1.056
H -1.180200 1.076881 1.849628 -0.263 0.690 -0.456
H 2.313547 -1.152849 -0.360609 -1.613 -0.512 -0.370
H 1.435255 -1.607651 -1.851614 -0.061 0.763 -0.290
H 0.556879 -1.979715 -0.429848 1.486 0.357 0.104
H -2.412587 -0.749794 -1.166925 -0.418 0.347 -1.921
H -1.461158 -1.655024 -0.086621 0.478 -2.415 0.163
H -2.760612 -0.660433 0.501646 0.688 0.164 -0.181
```
Forces are in eV/Å.

Values from the calculation:
highest occupied orbital energy = -7.7 eV
frontier orbital gap = 0.3222 Eh
E = -7856.1412 eV
SMILES = Cc1cc[nH]c1C